Entry 1:
Here is a structure of composition C33H30NNaO6Sb2Se at a distorted geometry from OMol25. Energies are from the ωB97M-V functional and the def2-TZVPD basis.

The charge is -2. The value obtained for the HOMO energy is -2.58 eV. The value obtained for the frontier orbital gap is 6.524 eV. Its spin multiplicity is 1.

Last column: Mulliken charge in e.
CARTESIAN COORDINATES (ANGSTROEM)
Sb1 -0.523 -2.132 -0.625  1.074
Sb2 -0.560 0.547 2.128  0.202
Se1 2.391 1.318 2.871  0.906
Na1 2.170 -0.861 1.459  1.219
O1 2.228 1.188 1.250  -0.437
O2 2.224 -0.209 3.411  -0.799
O3 2.525 -2.821 -1.903  -0.754
O4 2.192 -2.407 0.248  -0.902
O5 1.179 2.213 3.442  -0.475
O6 3.818 1.923 3.243  -0.853
N1 4.405 -0.857 0.329  -0.415
C1 -2.154 3.214 1.705  -0.725
C2 0.716 -0.189 -4.396  -0.739
C3 -1.773 -5.573 -4.048  -0.422
C4 -1.109 -3.666 -2.107  -0.182
C5 2.798 -2.254 -0.841  0.324
C6 0.152 -1.049 -3.472  -0.251
C7 5.393 0.236 -2.013  -0.431
C8 -2.410 -4.138 -2.232  -0.486
C9 -0.135 -4.210 -2.938  -0.147
C10 -1.578 5.012 0.225  -0.491
C11 -3.173 0.174 5.703  -0.484
C12 0.370 -0.875 -2.113  0.004
C13 -2.561 0.045 1.255  -1.637
C14 5.323 0.091 0.364  -0.378
C15 -1.607 0.911 4.017  0.249
C16 -2.437 -1.080 -1.011  -1.648
C17 -3.151 1.430 6.288  -0.398
C18 -1.559 2.150 4.643  -0.265
C19 -2.744 -5.080 -3.193  -0.454
C20 3.936 -1.246 -0.847  0.665
C21 -0.462 -5.145 -3.905  -0.607
C22 1.141 0.192 -1.695  0.694
C23 4.413 -0.736 -2.052  -0.357
C24 -0.970 2.550 1.402  1.113
C25 5.852 0.670 -0.780  -0.505
C26 -2.559 0.229 -0.256  0.208
C27 -0.382 4.375 -0.059  -0.662
C28 -0.085 3.154 0.523  -0.382
C29 -2.399 -0.082 4.582  -0.427
C30 1.702 1.062 -2.613  -0.861
C31 -2.459 4.430 1.120  -0.763
C32 -2.321 2.410 5.768  -0.738
C33 1.500 0.869 -3.968  -0.775
H1 -2.853 2.774 2.406  0.262
H2 2.295 1.895 -2.262  0.589
H3 0.308 -5.538 -4.559  0.408
H4 -0.456 -1.874 -3.816  0.360
H5 0.862 2.675 0.322  0.252
H6 -2.037 -6.293 -4.814  0.341
H7 -1.743 0.903 -0.557  0.151
H8 6.605 1.443 -0.710  0.387
H9 -2.278 3.384 6.241  0.365
H10 -3.485 0.739 -0.562  0.233
H11 -3.311 0.686 1.715  0.474
H12 0.320 4.830 -0.748  0.400
H13 5.792 0.654 -2.930  0.399
H14 -3.262 -1.729 -0.711  0.424
H15 -0.886 2.896 4.243  0.460
H16 5.642 0.404 1.350  0.404
H17 -3.185 -3.761 -1.577  0.228
H18 -2.836 -0.983 1.495  0.482
H19 -3.769 -5.425 -3.279  0.361
H20 1.949 1.541 -4.690  0.331
H21 -2.519 -0.901 -2.086  0.665
H22 -3.782 1.644 7.143  0.338
H23 -2.418 -1.068 4.130  0.254
H24 1.329 0.355 -0.645  0.098
H25 3.995 -1.102 -2.976  0.485
H26 -3.395 4.925 1.357  0.362
H27 -3.803 -0.605 6.123  0.348
H28 0.537 -0.335 -5.456  0.369
H29 -1.819 5.961 -0.240  0.325
H30 0.888 -3.880 -2.817  0.638

***

Entry 2:
Here is a structure of composition C31H31CoF6N5O4S at a distorted geometry from OMol25. Energies are from the ωB97M-V functional and the def2-TZVPD basis.

The charge is +1. The value obtained for the HOMO energy (spin up / spin down) is -10.76 / -10.76 eV. The value obtained for the frontier orbital gap (spin up / spin down) is 8.411 / 5.773 eV. Its spin multiplicity is 5.

Last column: Mulliken charge in e.
CARTESIAN COORDINATES (ANGSTROEM)
Co1 -0.855 -0.354 -0.373  1.163
S1 -0.431 -0.658 2.065  -0.305
F1 -2.114 -3.872 0.488  -0.054
F2 -0.589 -3.929 2.020  -0.252
F3 -0.694 -5.511 0.554  -0.287
F4 -1.033 -4.441 -2.024  -0.227
F5 0.709 -3.233 -2.474  -0.141
F6 0.949 -5.180 -1.565  -0.291
O1 -0.355 -2.112 -0.378  0.938
O2 1.633 -0.165 -1.454  -0.180
O3 0.993 3.166 -0.710  -0.580
O4 0.032 1.295 0.011  -0.031
N1 -2.477 0.805 2.936  -0.142
N2 -2.288 1.306 -0.917  0.464
N3 -3.888 0.130 0.323  0.169
N4 -2.689 -1.242 -1.140  0.452
N5 -0.787 0.427 4.433  -0.148
C1 -0.835 -4.194 0.728  0.524
C2 1.009 1.959 -0.599  -0.917
C3 4.399 1.969 1.879  -1.114
C4 -1.879 2.426 -1.545  -0.490
C5 3.226 1.021 -0.006  -0.587
C6 0.519 -0.097 4.854  -0.933
C7 -3.423 1.340 -0.233  0.425
C8 3.253 3.049 -2.410  -0.196
C9 3.675 1.450 -4.636  -0.853
C10 -3.289 1.536 3.896  -1.179
C11 -2.557 3.616 -1.456  -1.033
C12 -3.707 3.659 -0.677  -0.362
C13 -1.293 0.264 3.216  0.478
C14 -3.753 -1.092 -0.357  0.506
C15 4.128 2.759 -4.637  -0.502
C16 0.186 -4.089 -1.582  0.296
C17 3.979 -0.139 0.150  0.208
C18 2.806 1.730 -2.395  -0.398
C19 -4.737 -2.068 -0.247  -0.877
C20 -2.649 -2.298 -1.976  -0.905
C21 3.015 0.938 -3.522  -0.181
C22 1.533 -3.461 0.406  -1.801
C23 3.457 2.082 0.865  -0.151
C24 -4.665 -3.162 -1.082  -0.613
C25 5.118 0.793 2.051  -0.479
C26 4.910 -0.261 1.175  -1.313
C27 -3.633 -3.253 -2.011  -0.728
C28 -4.158 2.508 -0.067  -1.279
C29 2.188 1.121 -1.136  3.135
C30 3.910 3.555 -3.523  -0.896
C31 0.133 -3.395 -0.190  0.268
H1 -2.178 4.492 -1.962  0.460
H2 -3.493 0.926 4.778  0.405
H3 -4.765 0.218 0.805  0.332
H4 2.888 3.000 0.764  0.405
H5 2.665 -0.085 -3.529  0.400
H6 2.245 -3.078 -0.322  0.387
H7 1.565 -2.862 1.315  0.309
H8 1.313 0.297 4.221  0.330
H9 -1.319 0.951 5.105  0.254
H10 -0.972 2.352 -2.126  0.790
H11 -5.077 2.500 0.511  0.441
H12 -3.571 -4.072 -2.714  0.480
H13 -4.239 1.780 3.431  0.324
H14 3.891 -0.947 -0.564  0.688
H15 -2.794 0.704 1.986  0.040
H16 4.570 2.812 2.539  0.444
H17 4.645 3.159 -5.502  0.404
H18 1.809 -4.487 0.645  0.495
H19 5.846 0.707 2.850  0.455
H20 -1.783 -2.360 -2.619  0.792
H21 5.484 -1.176 1.276  0.437
H22 3.839 0.816 -5.500  0.432
H23 3.072 3.691 -1.560  0.347
H24 -2.812 2.469 4.203  0.368
H25 4.254 4.583 -3.515  0.408
H26 1.932 -0.813 -0.808  -0.239
H27 0.693 0.211 5.882  0.376
H28 -4.260 4.583 -0.564  0.441
H29 0.536 -1.183 4.799  0.318
H30 -5.546 -1.954 0.467  0.422
H31 -5.417 -3.939 -1.021  0.451

***

Entry 3:
Here is a structure of composition C3H6N4O at a distorted geometry from OMol25. Energies are from the ωB97M-V functional and the def2-TZVPD basis.

The charge is 0. The value obtained for the HOMO energy is -8.50 eV. The value obtained for the frontier orbital gap is 9.406 eV. Its spin multiplicity is 1.

Last column: natural (NBO) charge in e.
CARTESIAN COORDINATES (ANGSTROEM)
O1 -3.251 -0.559 -0.193  -0.540
N1 -0.626 -1.487 0.141  -0.837
N2 1.886 1.376 0.012  -0.839
N3 -0.912 0.930 0.012  -0.571
N4 2.037 -0.994 -0.071  -0.807
C1 1.442 0.110 0.041  0.443
C2 -2.697 0.495 -0.060  0.528
C3 -0.434 -0.187 0.206  0.460
H1 -1.553 -1.822 -0.093  0.426
H2 2.871 1.600 -0.020  0.395
H3 0.230 -2.034 0.042  0.448
H4 1.206 2.116 -0.037  0.419
H5 3.060 -0.991 -0.051  0.345
H6 -3.259 1.447 0.070  0.130

***

Entry 4:
Here is a structure of composition C39H43As2ClSi2Ti at a distorted geometry from OMol25. Energies are from the ωB97M-V functional and the def2-TZVPD basis.

The charge is 0. The value obtained for the HOMO energy (spin up / spin down) is -5.98 / -7.96 eV. The value obtained for the frontier orbital gap (spin up / spin down) is 6.504 / 8.376 eV. Its spin multiplicity is 3.

Last column: Mulliken charge in e.
CARTESIAN COORDINATES (ANGSTROEM)
As1 1.762 2.226 1.247  0.349
As2 2.510 -0.993 0.699  0.988
Ti1 0.360 -0.073 -0.261  0.103
Cl1 1.389 0.788 -2.104  -0.631
Si1 0.848 0.464 -5.209  -0.407
Si2 -0.107 0.186 -7.355  0.802
C1 -0.202 3.987 -8.979  -0.531
C2 -0.104 1.988 -4.669  0.844
C3 -1.125 -1.588 -4.705  -0.821
C4 0.626 -1.338 -8.144  0.615
C5 0.359 1.736 -8.271  0.328
C6 1.642 -2.113 -7.555  0.004
C7 -1.326 1.865 -3.989  0.418
C8 1.126 -2.080 -3.982  -0.500
C9 -2.156 2.972 -3.817  -0.642
C10 3.093 -2.847 0.907  -1.323
C11 -0.522 -3.853 -4.080  -0.446
C12 4.187 -0.124 0.166  -1.079
C13 2.163 -3.217 -8.234  -0.684
C14 1.678 -3.560 -9.499  -0.467
C15 1.579 -0.963 4.820  -0.602
C16 2.151 -1.331 3.592  -0.539
C17 -1.414 -0.934 -1.173  0.011
C18 1.137 4.219 -9.319  -0.472
C19 -1.475 -2.930 -4.507  -0.838
C20 2.235 -0.386 2.571  0.197
C21 0.341 3.272 -5.030  -0.842
C22 -1.308 -0.967 1.146  -0.419
C23 1.690 3.919 2.264  -1.382
C24 1.238 1.302 4.008  -0.171
C25 0.200 -1.163 -4.512  1.651
C26 -0.496 -1.979 -0.781  -0.224
C27 2.081 3.198 -9.154  -0.636
C28 -0.166 2.283 0.757  -0.889
C29 1.125 0.342 5.029  -0.833
C30 -1.749 4.235 -4.266  -0.568
C31 1.785 0.939 2.779  0.064
C32 0.118 -1.700 -9.401  -0.657
C33 -0.490 4.382 -4.854  -0.571
C34 0.650 -2.803 -10.076  -0.583
C35 -0.595 2.752 -8.455  -0.364
C36 0.770 -3.414 -3.774  -0.821
C37 -1.902 -0.309 0.026  -1.130
C38 1.695 1.951 -8.654  -0.261
C39 -0.447 -1.999 0.657  -0.811
H1 0.898 2.324 4.168  0.369
H2 0.680 0.631 5.983  0.380
H3 -2.402 5.098 -4.129  0.386
H4 -3.121 2.851 -3.320  0.405
H5 -0.024 -2.688 -1.450  0.436
H6 4.384 -0.451 -0.861  0.371
H7 -2.497 -3.257 -4.709  0.415
H8 2.508 -2.349 3.433  0.358
H9 4.063 0.965 0.201  0.266
H10 -0.158 5.373 -5.169  0.423
H11 0.647 4.199 2.441  0.384
H12 2.024 -1.858 -6.561  0.168
H13 -0.941 4.778 -9.108  0.372
H14 -0.329 3.362 0.622  0.531
H15 2.946 -3.814 -7.771  0.383
H16 -1.585 0.082 -7.271  -0.302
H17 0.059 -2.741 1.269  0.665
H18 1.443 5.193 -9.708  0.378
H19 2.358 -3.401 1.497  0.399
H20 2.092 -4.414 -10.030  0.367
H21 2.141 -1.753 -3.773  0.319
H22 -1.526 -0.773 2.197  0.438
H23 3.154 -3.265 -0.105  0.362
H24 -1.758 -0.741 -2.182  0.601
H25 -1.640 0.892 -3.611  -0.142
H26 -1.633 2.575 -8.161  0.324
H27 4.079 -2.871 1.386  0.391
H28 1.504 -4.122 -3.379  0.429
H29 2.283 0.598 -4.906  -0.182
H30 -1.880 -0.899 -5.079  0.342
H31 0.257 -3.075 -11.052  0.384
H32 3.126 3.376 -9.409  0.368
H33 2.434 1.155 -8.526  0.340
H34 1.326 3.392 -5.481  0.354
H35 -0.780 -4.912 -3.978  0.372
H36 2.184 4.671 1.636  0.384
H37 -0.693 -1.119 -9.847  0.327
H38 -0.405 1.832 -0.239  0.151
H39 -0.817 1.930 1.562  0.358
H40 1.478 -1.706 5.613  0.377
H41 -2.660 0.471 0.068  0.489
H42 4.983 -0.462 0.841  0.406
H43 2.239 3.795 3.200  0.424

***

In the order shown, the computed energy above the lowest of the compared OMol25 structures with the same formula, charge and spin values come out to 117.7 195.2 321.1 0.0 kJ/mol.